Below is a structure of composition C55H127Br3O27 at a distorted geometry, with properties calculated with wB97M-V/def2-TZVPD.

XYZ file:
```
212
Properties=species:S:1:pos:R:3:mulliken_charge:R:1
C 13.541 2.729 29.237 -0.551
O 14.645 2.002 28.807 -0.585
C 14.332 0.596 28.903 -0.020
C 13.350 0.125 27.843 0.475
O 11.980 0.342 28.030 -0.619
C 11.429 0.193 29.303 1.200
C 10.003 -0.285 29.143 0.575
O 9.127 0.843 28.708 -0.222
C 9.119 1.013 27.385 -0.600
H 12.695 2.616 28.570 0.227
H 13.904 3.707 29.311 0.467
H 13.180 2.485 30.243 0.035
H 13.908 0.434 29.828 0.269
H 15.274 0.071 28.882 -0.050
H 13.440 -0.985 27.838 -0.392
H 13.601 0.558 26.871 0.460
H 11.571 1.124 29.842 0.086
H 12.073 -0.517 29.932 -0.813
H 9.614 -0.555 30.118 -0.246
H 9.909 -1.030 28.356 -0.152
H 9.896 1.734 26.957 0.105
H 8.153 1.393 27.099 0.316
H 9.342 0.103 26.841 0.197
C 22.371 0.293 30.250 -0.656
O 21.129 -0.352 30.054 -0.348
C 20.696 -0.489 28.722 -0.216
C 20.159 -1.838 28.395 -0.451
O 19.487 -1.815 27.116 -0.401
C 18.246 -2.494 26.982 -0.537
C 17.107 -1.588 27.482 -0.533
O 15.836 -2.228 27.255 0.156
C 15.348 -2.903 28.430 -0.785
H 23.097 -0.465 30.428 0.272
H 22.380 0.915 31.147 0.236
H 22.640 0.940 29.396 0.325
H 21.536 -0.318 28.047 0.322
H 19.807 0.149 28.547 0.115
H 19.523 -2.213 29.248 0.285
H 21.008 -2.577 28.214 0.261
H 18.227 -3.470 27.483 0.381
H 18.200 -2.680 25.945 0.090
H 17.050 -0.616 26.850 0.188
H 17.244 -1.223 28.488 0.443
H 15.024 -2.290 29.288 0.356
H 16.096 -3.655 28.838 0.353
H 14.427 -3.424 28.157 -0.008
C 7.886 -3.678 27.005 -0.732
O 7.491 -3.608 28.391 -0.427
C 6.761 -2.430 28.725 0.610
C 5.963 -2.792 29.953 -1.418
O 6.586 -2.316 31.102 0.353
C 5.960 -2.693 32.306 -0.865
C 7.006 -2.217 33.367 -0.437
O 8.099 -3.125 33.406 -0.065
C 8.962 -3.031 34.524 -0.706
H 8.443 -2.744 26.707 0.202
H 6.990 -3.777 26.375 0.524
H 8.612 -4.512 26.833 0.271
H 6.065 -2.164 27.909 0.304
H 7.418 -1.573 28.796 -0.295
H 5.656 -3.837 29.980 0.388
H 4.990 -2.300 29.815 0.435
H 5.759 -3.736 32.367 0.374
H 5.002 -2.124 32.459 0.294
H 6.549 -2.148 34.349 0.479
H 7.414 -1.273 33.073 0.157
H 9.799 -3.656 34.354 -0.023
H 8.496 -3.462 35.392 0.461
H 9.396 -2.044 34.714 0.313
C 2.847 2.797 33.292 -0.591
O 4.173 2.833 33.585 -0.133
C 4.562 3.680 34.737 -0.576
C 4.834 5.060 34.302 -0.658
O 3.624 5.723 33.956 -0.267
C 3.667 6.801 33.013 -0.111
C 2.263 7.157 32.653 -0.703
O 1.741 6.068 31.938 -0.149
C 0.363 6.186 31.713 -0.915
H 2.716 2.120 32.469 0.222
H 2.393 3.787 33.004 0.106
H 2.221 2.479 34.176 0.309
H 5.542 3.242 35.143 0.253
H 3.748 3.633 35.430 0.395
H 5.505 5.073 33.489 0.482
H 5.418 5.634 35.088 0.367
H 4.244 6.451 32.168 0.069
H 4.132 7.687 33.492 0.315
H 2.359 7.998 31.991 0.367
H 1.636 7.465 33.520 0.399
H -0.203 6.039 32.642 0.324
H 0.105 5.379 31.032 0.249
H 0.008 7.101 31.226 0.343
C 13.801 -4.497 21.824 -0.770
O 13.675 -4.758 23.214 -0.217
C 14.556 -3.876 23.924 -0.250
C 15.822 -4.631 24.567 0.060
O 15.449 -5.371 25.751 -0.253
C 14.300 -6.172 25.598 0.403
C 14.279 -7.140 26.770 -1.154
O 13.772 -6.474 27.894 0.100
C 14.231 -7.083 29.034 -0.559
H 13.539 -3.431 21.694 0.353
H 13.104 -5.156 21.255 0.209
H 14.829 -4.765 21.407 0.297
H 14.032 -3.402 24.718 -0.002
H 14.964 -3.120 23.212 0.643
H 16.521 -3.899 24.911 -0.433
H 16.315 -5.284 23.828 0.370
H 14.405 -6.776 24.666 0.328
H 13.396 -5.533 25.637 -0.392
H 15.325 -7.414 26.883 0.387
H 13.873 -8.170 26.665 0.473
H 13.677 -6.715 29.870 -0.442
H 15.302 -6.934 29.261 0.365
H 14.046 -8.194 29.076 0.368
C 10.278 0.461 32.809 -0.879
O 11.575 -0.192 32.403 0.093
C 11.558 -1.564 32.751 0.406
C 12.715 -2.162 31.981 -1.343
O 12.345 -2.738 30.756 0.284
C 11.618 -3.944 30.980 1.557
C 10.603 -4.203 29.840 0.509
O 10.093 -5.494 29.962 -0.374
C 9.076 -5.662 30.904 0.149
H 10.281 0.685 33.855 0.340
H 9.454 -0.134 32.637 0.125
H 10.259 1.417 32.221 0.341
H 10.568 -1.995 32.599 -0.583
H 11.717 -1.770 33.773 0.594
H 13.194 -2.964 32.579 0.536
H 13.485 -1.358 31.970 0.254
H 11.085 -3.890 31.939 -0.451
H 12.390 -4.754 31.002 -0.999
H 11.007 -4.153 28.841 -0.484
H 9.824 -3.426 29.877 -0.154
H 8.708 -6.653 30.820 0.305
H 8.321 -4.931 30.741 -0.225
H 9.464 -5.536 31.916 -0.057
C 5.254 0.570 25.409 -0.901
O 5.263 0.126 26.785 -0.060
C 4.168 0.650 27.577 -0.806
C 4.650 0.786 29.043 -0.150
O 4.792 2.245 29.256 -0.247
C 5.352 2.700 30.510 -0.259
C 5.019 4.137 30.843 0.218
O 5.825 5.158 30.360 -0.491
C 5.679 5.505 29.020 -0.525
H 4.487 0.168 24.739 0.305
H 6.277 0.368 25.145 0.236
H 5.070 1.643 25.320 0.351
H 3.214 0.070 27.526 0.298
H 3.913 1.684 27.250 0.429
H 5.580 0.243 29.264 0.167
H 3.808 0.450 29.644 0.260
H 6.461 2.637 30.466 0.117
H 5.048 2.047 31.359 0.431
H 5.092 4.143 31.929 -0.524
H 3.971 4.316 30.571 0.374
H 5.758 4.620 28.408 0.178
H 6.571 6.130 28.705 0.243
H 4.696 6.047 28.822 0.223
C 7.610 -6.110 21.056 -0.564
O 7.224 -6.024 22.422 -0.408
C 8.253 -5.779 23.377 -0.641
C 8.539 -4.329 23.552 0.313
O 9.429 -3.778 22.530 -0.454
C 9.821 -2.464 22.920 -0.860
C 11.009 -2.488 23.890 -0.468
O 10.527 -2.437 25.219 -0.261
C 11.487 -2.737 26.215 1.672
H 7.804 -5.097 20.600 0.207
H 6.827 -6.649 20.474 0.241
H 8.590 -6.600 20.933 0.274
H 9.169 -6.287 22.999 0.340
H 7.860 -6.270 24.296 0.249
H 8.985 -4.184 24.505 0.001
H 7.572 -3.812 23.503 0.276
H 8.969 -2.128 23.468 0.353
H 9.900 -1.903 21.972 0.379
H 11.681 -1.639 23.836 0.546
H 11.644 -3.360 23.695 0.223
H 12.050 -3.626 25.777 -0.793
H 10.926 -3.018 27.107 -0.999
H 12.159 -1.882 26.439 0.197
C 11.990 -5.684 39.454 -0.680
O 12.507 -6.141 38.215 -0.333
C 11.628 -6.047 37.099 -0.518
C 12.220 -6.582 35.797 -0.409
O 11.500 -5.918 34.743 -0.215
C 11.680 -6.604 33.561 0.764
C 13.156 -6.763 33.108 1.132
O 13.649 -8.095 33.409 -0.406
C 14.999 -8.255 32.971 -0.591
H 11.133 -6.258 39.789 0.305
H 11.682 -4.586 39.433 0.263
H 12.830 -5.696 40.196 0.237
H 11.397 -5.022 36.963 0.340
H 10.671 -6.577 37.252 0.299
H 12.045 -7.639 35.761 0.280
H 13.284 -6.332 35.661 0.317
H 11.147 -6.013 32.867 -1.057
H 11.280 -7.598 33.497 0.453
H 13.733 -6.011 33.680 0.327
H 13.328 -6.600 32.019 -1.022
H 15.617 -7.358 33.258 0.290
H 14.963 -8.388 31.878 0.143
H 15.323 -9.163 33.487 0.272
C 14.944 2.562 34.285 -0.371
Br 14.414 3.932 35.504 -0.035
Br 16.314 3.065 32.952 -0.052
Br 13.310 1.754 33.439 0.089
H 15.372 1.720 34.828 0.348
```

Properties
- Frontier orbital gap: 8.87 eV
- 2S+1: 1
- Max |F|: 4.2 eV/Å
- E_HOMO: -0.32634 hartree